(1)
46
Properties=species:S:1:pos:R:3:mulliken_spin:R:1 method="wB97M-V/def2-TZVPD" orbital_gap_ev="4.785 / 5.045" charge=-1 e_tot_ev=-88462.38695 s2=0.797 spin_multiplicity=2 e_homo_ev="-2.625 / -2.890"
V 0.33681 0.52707 1.15195 0.8589
N 2.31823 -0.23275 1.22840 -0.0007
C 3.10557 0.84859 0.58136 0.0149
C 2.64570 2.17490 1.20112 -0.0112
O 3.45416 3.03654 1.52407 -0.0033
N 1.29526 2.18734 1.36963 -0.0195
C 0.73216 3.02597 2.42670 0.0059
C 0.19575 2.06292 3.51399 0.0035
O -0.12429 2.47251 4.61602 0.0044
O 0.12907 0.81990 3.10160 -0.0085
H 2.64960 -0.37676 2.17467 0.0008
H 2.42499 -1.10591 0.70646 0.0011
H 2.88074 0.83090 -0.48245 0.0037
H 4.17822 0.73936 0.70650 0.0031
H -0.10291 3.62781 2.06983 -0.0005
H 1.47683 3.69054 2.85271 0.0026
N -0.38251 -3.74473 -0.90103 0.0000
C -0.02347 -2.58504 -1.84388 0.0016
C -0.74518 -2.78482 -3.16625 0.0002
P -0.56679 -1.07797 -0.92445 -0.0068
O 0.57842 0.04909 -1.26647 -0.0015
O -1.89341 -0.67036 -1.42312 -0.0005
O -0.28476 -1.46294 0.51799 -0.0028
P 1.82533 -2.86395 -1.98317 -0.0008
O 2.18785 -2.01007 -3.31087 -0.0001
O 1.86247 -4.33271 -2.29997 0.0000
O 2.48668 -2.30242 -0.78227 -0.0004
H -1.36590 -3.99483 -0.96227 -0.0001
H -0.18667 -3.42006 0.04808 0.0001
H 0.23257 -4.52668 -1.16878 0.0000
H -1.82616 -2.69479 -3.03539 0.0001
H -0.49106 -3.75570 -3.60036 -0.0001
H -0.43633 -2.01260 -3.86851 -0.0001
H 0.36654 0.48087 -2.10491 0.0002
H 2.35082 -2.63523 -4.02954 0.0000
I -2.60952 -0.80926 2.68546 0.0026
C -2.58164 0.89237 1.44657 0.0772
C -3.79343 1.53434 1.25925 -0.0440
C -3.87224 2.65028 0.44648 0.0744
C -2.69990 3.07541 -0.17105 -0.0279
C -1.52907 2.39778 0.03702 0.0540
N -1.40976 1.29891 0.86031 0.0054
H -4.67032 1.15034 1.76044 -0.0017
H -4.81323 3.16549 0.29708 0.0103
H -2.69376 3.94125 -0.82156 -0.0018
H -0.61146 2.71909 -0.43738 0.0070

(2)
32
Properties=species:S:1:pos:R:3:lowdin_charge:R:1 method="wB97M-V/def2-TZVPD" orbital_gap_ev="7.759 / 7.395" e_tot_ev=-25508.37457 e_homo_ev="-7.577 / -7.372"
C -2.94763 1.63719 -0.88455 -0.1444
C -1.77115 2.12420 -1.34293 -0.0515
C -1.67159 1.84703 0.83132 -0.1763
C 1.21500 3.32892 -0.81650 -0.0422
C 0.36064 2.46235 -0.38245 -0.1537
C -1.20181 -3.42725 -0.51584 -0.0965
C -1.01062 -2.62591 0.84378 -0.2511
C 0.34430 -2.04048 0.96367 -0.2143
C 0.64676 -0.97943 -0.10466 -0.1990
C 2.02893 -0.33400 0.10911 -0.2733
C 1.85196 0.87514 0.95588 -0.5292
N -2.85986 1.47846 0.46723 0.0580
N -0.93584 2.23625 -0.22486 -0.1053
S 3.15480 2.00953 1.20035 0.7544
H -3.78544 1.14545 -1.27805 0.0841
H -1.12939 2.02817 -2.27756 0.1463
H -1.26195 1.81794 1.81228 0.1214
H 0.88758 4.14718 -1.43401 0.0542
H 2.31460 3.12441 -1.07322 0.0586
H -0.58263 -3.08205 -1.25223 0.0007
H -0.97923 -4.54878 -0.32843 0.0924
H -2.29713 -3.37860 -0.93812 0.1004
H -1.07357 -3.43463 1.57522 0.0937
H -1.91387 -2.01116 1.01883 0.1105
H 0.44310 -1.66956 1.93453 0.1016
H 1.03297 -2.74256 0.66486 0.0918
H 0.76563 -1.33888 -1.07464 0.0846
H -0.07406 -0.15988 -0.22282 0.0984
H 2.73414 -1.12112 0.58069 0.1493
H 2.49138 0.10791 -0.74668 0.0846
H 1.19568 0.87359 1.77096 0.0314
H 4.02832 1.65057 0.16884 -0.0797

(3)
35
Properties=species:S:1:pos:R:3:lowdin_charge:R:1 method="wB97M-V/def2-TZVPD" orbital_gap_ev=8.050 charge=+1 e_tot_ev=-31090.82798 e_homo_ev=-12.178
C 1.36605 -3.01280 1.70086 0.0631
N 0.79068 -2.21841 0.85543 0.1087
C 1.54067 -1.05770 0.32736 -0.2312
C 0.85605 0.36838 0.30234 -0.1908
C -0.34975 0.54419 1.30736 -0.4167
S -1.95715 0.52600 0.36297 0.9617
C -2.55141 -1.14325 0.73622 -0.6465
N -2.59427 -2.25940 -0.00326 0.0404
N -3.11866 -3.18350 0.87352 0.0149
C -3.34456 -2.61944 2.06577 -0.1162
O -3.00056 -1.27828 2.02659 -0.0039
C 2.82945 -1.08470 1.22956 -0.0964
C 2.82862 -2.45953 2.00305 -0.0816
H 0.90240 -3.93120 2.14325 0.1707
H -0.15552 -2.55748 0.61207 0.1574
H 1.69352 -1.27071 -0.76784 0.1721
H 0.52013 0.60259 -0.75260 0.0747
H 1.65203 1.10636 0.60515 0.1281
H -0.31914 -0.27619 2.06673 0.0780
H -0.32764 1.51448 1.87047 0.0907
H -3.74270 -3.08607 2.99084 0.1480
H 2.82345 -0.30343 2.02609 0.1297
H 3.71302 -1.01942 0.55392 0.1339
H 3.48656 -3.23554 1.52532 0.1365
H 2.86384 -2.45110 3.12227 0.1309
C -0.02340 4.48146 -2.68807 -0.0147
C -0.26555 2.99627 -2.67595 -0.4843
O 0.47609 2.23958 -2.07773 0.0270
C -1.46151 2.48373 -3.43310 -0.0165
H 0.86918 4.70749 -2.10443 0.0846
H 0.13179 4.82448 -3.71236 0.0924
H -0.87412 5.00062 -2.24293 0.0910
H -1.36954 2.73885 -4.49015 0.0923
H -2.37555 2.91495 -3.02068 0.0909
H -1.51250 1.39870 -3.33804 0.0811

(4)
40
Properties=species:S:1:pos:R:3:lowdin_charge:R:1 method="wB97M-V/def2-TZVPD" orbital_gap_ev=5.759 charge=-1 e_tot_ev=-185460.04505 e_homo_ev=-3.382
Pt -0.95408 1.61951 -0.10096 0.4883
Se -1.05090 2.30462 2.18790 -0.1014
Te -0.01019 0.43048 3.53313 0.1140
Te -1.73719 -1.65499 3.26478 -0.0174
Se -1.48141 -2.26767 0.88257 -0.4648
C 4.96117 1.55952 0.31170 -0.1984
Si 3.74752 0.16079 0.62673 0.3898
C 4.21485 -1.28910 -0.47559 -0.1988
C 3.87699 -0.37274 2.41598 -0.2026
C 2.06209 0.69222 0.25203 -0.2435
C 0.89698 1.03682 0.12757 -0.4349
H 5.98672 1.25536 0.53816 0.0207
H 4.71307 2.42177 0.93379 0.0258
H 4.91868 1.87855 -0.73174 0.0228
H 5.21714 -1.66124 -0.24736 0.0202
H 4.19110 -0.99585 -1.52784 0.0206
H 3.50661 -2.10905 -0.33662 0.0257
H 4.88588 -0.71642 2.66087 0.0224
H 3.16956 -1.17871 2.62030 0.0249
H 3.61982 0.45579 3.07882 0.0186
C -1.05169 -0.23225 -4.13873 0.0080
C -0.66154 0.02438 -2.70863 -0.5545
N 0.19161 -0.81011 -2.13107 0.2008
O -1.16333 1.00713 -2.14228 -0.1831
H -0.82704 -1.24904 -4.45715 0.0749
H -0.51322 0.46821 -4.77774 0.0881
H -2.11641 -0.03409 -4.23863 0.0892
H 0.48346 -1.64560 -2.60210 0.1124
H 0.45118 -0.66649 -1.15563 0.0307
S -3.16230 2.67530 -0.45829 0.5228
C -3.95512 1.23869 0.05189 -0.7985
N -3.92983 0.94936 1.38404 0.0468
C -4.50198 -0.13635 1.91449 -0.1489
C -5.19454 -0.97766 1.09088 -0.0588
C -5.19549 -0.64472 -0.26290 -0.1200
N -4.62723 0.42899 -0.77893 0.0849
H -3.25928 1.50073 1.93586 -0.0099
H -4.35646 -0.28766 2.97255 0.0652
H -5.64473 -1.88470 1.45986 0.1070
H -5.70048 -1.29375 -0.97174 0.1110

(5)
36
Properties=species:S:1:pos:R:3:lowdin_charge:R:1 method="wB97M-V/def2-TZVPD" orbital_gap_ev=9.079 e_tot_ev=-23795.72189 smiles="CC(C)[C@H](N)C(=O)N[C@@H](Cc1c[nH]cn1)C(=O)O" e_homo_ev=-8.615
C -4.89912 -0.03161 -0.22459 -0.1297
C -3.68355 1.00631 0.05588 -0.4760
C -3.66611 2.39989 -0.77324 -0.0765
C -2.28425 0.45202 0.00107 -0.3472
N -2.24443 -0.29962 -1.30336 0.0088
C -1.81445 -0.45170 1.19164 -0.3393
O -2.73411 -0.94183 1.94542 0.0042
N -0.59437 -1.00121 0.94041 0.0974
C 0.60042 -0.53561 0.24791 -0.2382
C 1.77001 -0.38718 1.27403 -0.0643
C 2.87372 0.34416 0.51852 -0.2711
C 3.97768 -0.11725 -0.13491 -0.0665
N 4.83001 0.95293 -0.23492 0.0435
C 4.04202 2.03052 -0.07638 -0.2500
N 2.92830 1.75234 0.49315 0.1084
C 1.09260 -1.53673 -0.76858 -0.4973
O 2.16590 -2.12621 -0.62088 0.0758
O 0.21934 -1.71978 -1.70088 0.1324
H -5.48080 0.09290 -1.38982 0.1278
H -5.77601 0.15159 0.74468 0.1458
H -4.37504 -1.24688 -0.07051 0.1450
H -3.81979 1.07439 1.09100 0.0777
H -2.89722 2.08946 -1.74738 0.1154
H -2.99511 3.10131 0.02108 0.1181
H -4.71803 3.00919 -0.85822 0.1117
H -1.74456 1.52181 -0.13290 0.1518
H -2.16278 0.59716 -1.97304 0.1086
H -3.39093 -0.53708 -1.49037 0.1251
H -0.07360 -1.66249 1.57438 0.1829
H 0.29649 0.50606 -0.02181 0.1617
H 1.45947 0.30100 2.05131 0.1266
H 2.20067 -1.29754 1.50629 0.0941
H 4.35658 -1.03083 -0.63970 0.1347
H 5.50220 1.00577 -0.95410 0.1256
H 4.53232 2.96164 -0.46844 0.1371
H -0.61324 -1.20277 -1.36679 0.0958

(6)
39
Properties=species:S:1:pos:R:3:lowdin_charge:R:1 method="wB97M-V/def2-TZVPD" orbital_gap_ev=7.843 charge=+1 e_tot_ev=-49043.50437 e_homo_ev=-10.928
Pb 0.03639 -1.56090 -1.73208 0.9906
C 3.51805 3.64938 -0.53910 -0.0832
C 3.71777 2.63257 -1.66308 -0.2191
N 3.53331 1.22261 -1.27298 -0.0158
C 2.36585 0.63537 -0.96871 -0.7833
S 2.44471 -1.11564 -0.66685 0.4810
N 1.29490 1.39834 -0.88264 0.0048
N 0.12599 0.71243 -0.78235 -0.1338
C -0.88995 1.31803 -0.30501 -0.2661
C -0.82346 2.71701 0.22840 -0.0095
C -2.17066 0.54696 -0.28228 -0.2255
C -3.34937 1.11376 0.17367 0.0008
C -4.49840 0.33857 0.23358 -0.0305
C -4.45071 -0.98164 -0.17502 -0.0354
C -3.24616 -1.47020 -0.65257 -0.1273
N -2.13832 -0.72702 -0.70220 -0.0396
H 3.74527 4.65466 -0.90621 0.0786
H 4.18665 3.43070 0.30016 0.0789
H 2.49038 3.63335 -0.18203 0.0435
H 4.73934 2.70030 -2.02627 0.1144
H 3.05315 2.84980 -2.49743 0.1128
H 4.31747 0.60694 -1.32755 0.1046
H 0.21058 2.98606 0.40779 0.0590
H -1.38541 2.80864 1.15877 0.0844
H -1.23885 3.42985 -0.49081 0.1057
H -3.37341 2.15417 0.47590 0.1154
H -5.42530 0.76853 0.59721 0.1215
H -5.32353 -1.62037 -0.13399 0.1167
H -3.15805 -2.49418 -1.00933 0.0991
N 0.09564 -1.83951 1.48616 0.0033
N 0.23825 -3.14114 1.91535 -0.0707
C 0.00910 -4.17316 1.09804 -0.8160
N 0.18769 -5.37635 1.64334 0.1127
S -0.47309 -4.06103 -0.53254 0.5288
H 0.99920 -1.39084 1.40841 0.0173
H -0.51334 -1.34441 2.11625 0.1024
H 0.65107 -3.31734 2.81117 0.1549
H 0.45172 -5.50836 2.60627 0.1219
H 0.04555 -6.18594 1.07052 0.1028

Quick rundown of ΔE to the lowest compared entry with this formula, charge and spin, same order as above: 93.06 527.37 114.96 43.00 749.95 16.65 kJ/mol